--- 1 ---
Here is 2 unconnected molecules or ions with the total composition C7H16O from the Open Molecules 2025 dataset. Energies are from wB97M-V/def2-TZVPD.

E_HOMO = -8.510 eV
LUMO energy = 0.7 eV
total charge = 0

XYZ file:
```
24
C7H16O wB97M-V/def2-TZVPD
O -1.957 -3.732 -1.415
C -1.227 0.249 0.838
C -1.577 1.518 1.475
C 0.309 0.145 0.614
C 0.066 0.730 -1.819
C 0.846 0.373 -0.596
C 1.109 -0.128 1.876
C 2.360 0.257 -0.858
H -0.645 -0.046 -2.148
H 1.084 0.738 2.559
H 0.702 -1.005 2.407
H 0.744 0.964 -2.657
H 2.466 0.219 -1.955
H -0.501 1.640 -1.561
H -1.860 0.241 -0.070
H -1.508 2.394 0.808
H -2.612 1.438 1.846
H -0.906 1.678 2.336
H -2.307 -3.308 -2.230
H -1.475 -0.653 1.430
H 2.158 -0.335 1.607
H -0.992 -3.828 -1.579
H 2.937 1.117 -0.478
H 2.785 -0.667 -0.431
```

Here are the natural (NBO) charges for atoms 1 to 6, given in e:
1. O -0.940
2. C -0.432
3. C -0.596
4. C 0.013
5. C -0.649
6. C 0.005

--- 2 ---
Here is 3 unconnected molecules or ions with the total composition C7H16O from the Open Molecules 2025 dataset. Energies are from wB97M-V/def2-TZVPD.

E_HOMO (alpha / beta) = -6.260 / -6.260 eV
LUMO energy (alpha / beta) = 0.9 / 0.9 eV
total charge = 0

XYZ file:
```
24
C7H16O wB97M-V/def2-TZVPD
O 0.098 2.665 -2.667
C -0.474 0.180 -0.416
C 0.486 1.150 -0.218
C 1.017 -1.206 0.558
C -0.660 2.501 -1.504
C 0.824 -1.206 2.049
C 0.641 -2.491 -0.132
C -1.720 0.095 0.405
H -0.404 -2.754 0.057
H 0.553 1.634 0.750
H -0.215 -1.422 2.316
H 1.433 -1.978 2.546
H -1.654 2.173 -1.796
H -0.538 -0.244 -1.414
H 1.096 -0.248 2.497
H -0.709 3.387 -0.866
H 1.250 -3.341 0.213
H -1.617 0.619 1.355
H 0.935 3.082 -2.437
H 1.378 1.139 -0.832
H -2.567 0.516 -0.139
H 2.017 -0.876 0.273
H 0.787 -2.426 -1.214
H -1.957 -0.950 0.617
```

Here are the natural (NBO) charges for atoms 1 to 6, given in e:
1. O -0.722
2. C -0.100
3. C -0.354
4. C -0.192
5. C -0.114
6. C -0.655

1 wins, 0.1550 hartree ahead of the next structure.